[1]
{"formula": "C18H23BrNO2PdSb2", "method": "ωB97M-V/def2-TZVPD", "elements": ["Pd", "Br", "C", "C", "C", "C", "C", "N", "C", "O", "O", "H", "H", "H", "C", "Sb", "C", "C", "C", "C", "C", "C", "C", "C", "C", "Sb", "C", "C", "H", "H", "H", "H", "H", "H", "H", "H", "H", "H", "H", "H", "H", "H", "H", "H", "H", "H", "H", "H"], "coordinates": [[0.8080, -0.6836, -1.2003], [-1.9845, -2.6719, -0.1169], [-0.5479, -3.4030, -1.0895], [-0.6206, -4.7459, -1.4130], [0.3455, -5.2852, -2.2467], [1.3111, -4.4527, -2.7819], [1.3223, -3.1234, -2.4199], [0.4426, -2.6160, -1.5256], [2.2653, -2.1439, -3.1089], [3.0003, -2.5513, -3.9692], [2.1500, -0.9160, -2.6995], [-1.4360, -5.3414, -1.0313], [0.3065, -6.3335, -2.5103], [2.0507, -4.7784, -3.5002], [0.2870, -2.2837, 2.5890], [0.3635, -0.5654, 1.3578], [2.0827, 0.4510, 2.0616], [-1.3336, 0.6196, 1.9152], [-0.9850, 2.0811, 1.9400], [-0.3224, 2.5730, 3.0704], [0.0518, 3.8970, 3.1772], [-0.2420, 4.7690, 2.1342], [-0.9163, 4.3019, 1.0244], [-1.3056, 2.9621, 0.8990], [-2.0732, 2.5761, -0.3298], [-0.9158, 2.5426, -2.1766], [0.9395, 1.7741, -1.3406], [-1.6578, 0.6350, -2.8274], [0.4031, -1.9509, 3.6194], [1.1017, -2.9575, 2.3306], [-0.6639, -2.7914, 2.4662], [1.8347, 1.4948, 2.2416], [2.8642, 0.3845, 1.3074], [2.4219, -0.0169, 2.9840], [-1.6860, 0.2684, 2.8852], [-2.0877, 0.3724, 1.1727], [-0.1111, 1.8928, 3.8895], [0.5564, 4.2510, 4.0658], [0.0375, 5.8120, 2.1977], [-1.1722, 4.9934, 0.2288], [-2.8287, 3.3396, -0.5199], [-2.5970, 1.6263, -0.2476], [1.6957, 2.5558, -1.2734], [1.4101, 1.0818, -2.0653], [0.8295, 1.4200, -0.3081], [-2.6394, 0.7760, -3.2794], [-1.7589, -0.0571, -1.9893], [-0.9960, 0.2176, -3.5868]], "atomic_forces_ev_per_a": [[0.57, 0.02, 0.75], [-0.02, 0.06, -0.05], [0.03, -0.08, -0.04], [0.04, 0.00, 0.00], [-0.06, -0.02, 0.01], [0.04, 0.06, -0.03], [-0.01, -0.09, 0.02], [-0.15, -0.18, -0.10], [0.07, 0.00, 0.04], [0.05, -0.02, 0.04], [-0.40, 0.08, -0.38], [0.00, 0.00, 0.00], [0.01, 0.00, 0.01], [-0.01, -0.01, 0.00], [0.09, -0.02, -0.02], [-0.33, -0.01, -0.30], [0.01, -0.02, 0.04], [0.02, 0.03, -0.01], [-0.05, 0.00, 0.04], [-0.05, -0.01, -0.01], [0.00, 0.03, -0.03], [0.02, 0.00, 0.05], [0.01, -0.04, -0.02], [0.02, 0.05, -0.05], [-0.03, 0.02, 0.03], [0.09, 0.11, -0.05], [0.03, 0.05, -0.19], [-0.02, 0.00, -0.03], [0.01, -0.01, 0.01], [0.00, 0.00, 0.01], [-0.01, -0.01, 0.03], [0.02, 0.01, -0.01], [0.01, -0.02, 0.01], [0.01, 0.03, 0.01], [0.06, 0.01, 0.03], [-0.06, 0.00, 0.05], [0.00, 0.00, 0.00], [0.00, 0.00, 0.00], [0.00, 0.00, 0.00], [0.00, 0.00, 0.00], [-0.04, -0.04, 0.00], [0.04, -0.03, 0.03], [0.04, -0.02, 0.09], [-0.02, 0.08, -0.03], [-0.09, 0.00, 0.02], [0.00, 0.01, 0.01], [0.02, -0.02, 0.00], [0.01, -0.02, 0.01]], "mulliken_charge": [0.588, -0.080, 0.298, -0.646, -0.301, -0.681, 0.337, -0.039, 0.559, -0.603, -0.779, 0.450, 0.438, 0.531, -1.284, 1.004, -1.256, -1.373, 0.441, -0.486, -0.562, -0.726, -0.628, 1.001, -1.970, 0.932, -0.916, -1.121, 0.444, 0.402, 0.427, 0.362, 0.365, 0.461, 0.690, 0.317, 0.426, 0.427, 0.418, 0.449, 0.615, 0.515, 0.501, 0.322, -0.177, 0.440, 0.123, 0.347], "total_charge": 1, "homo_energy_ev": -11.24, "gap_ev": 6.58, "energy_ha": -4087.04534}

---

[2]
{"formula": "C2HNO2", "method": "ωB97M-V/def2-TZVPD", "elements": ["C", "C", "H", "N", "O", "O"], "coordinates": [[0.1292, 0.5173, 0.1085], [-0.9813, -0.4112, 0.3420], [1.6107, -0.9029, -0.4301], [-2.0483, -0.9951, 0.2131], [1.2706, 0.0184, -0.2476], [0.0190, 1.7734, 0.0140]], "atomic_forces_ev_per_a": [[-0.53, 4.69, -1.37], [-6.80, -2.89, -0.96], [-1.71, 1.09, 0.74], [6.64, 3.30, 1.05], [2.90, -1.33, -0.61], [-0.49, -4.87, 1.16]], "mulliken_charge": [0.652, 0.239, 0.385, -0.337, -0.454, -0.485], "homo_energy_ev": -11.60, "gap_ev": 10.96, "smiles": "N#CC(=O)O", "energy_ha": -281.99337}

---

[3]
{"formula": "C3H5BrO2S", "method": "ωB97M-V/def2-TZVPD", "elements": ["C", "C", "C", "O", "O", "S", "Br", "H", "H", "H", "H", "H"], "coordinates": [[-0.5472, -1.1311, -0.1706], [0.5309, -1.0105, 0.8074], [-0.4208, 0.0630, 0.6197], [-0.4591, 1.1534, -1.9823], [1.6835, 1.0121, -0.6994], [0.2654, 1.2650, -0.7547], [-0.2200, 3.2654, 0.0950], [-0.3518, -0.8719, -1.2314], [-1.3823, -1.8401, -0.0302], [0.5504, -1.6839, 1.6849], [1.5400, -0.7813, 0.3449], [-1.1890, 0.5600, 1.3168]], "atomic_forces_ev_per_a": [[-1.92, -1.90, -2.27], [3.26, -1.00, 0.28], [-1.84, 4.11, 0.32], [0.03, 0.25, 0.07], [-0.42, 0.92, -0.71], [0.21, -0.73, 2.37], [0.19, -0.17, -0.15], [-0.09, -1.26, 0.64], [0.56, 0.53, 0.03], [-0.22, 0.83, -0.47], [-1.22, -0.59, 1.05], [1.46, -0.98, -1.15]], "mulliken_charge": [-0.600, -0.379, -0.126, -0.510, -0.541, 0.989, -0.179, 0.187, 0.266, 0.268, 0.210, 0.417], "homo_energy_ev": -10.97, "gap_ev": 10.44, "smiles": "O=S(=O)(Br)C1CC1", "energy_ha": -3239.90689}

---

[4]
{"formula": "C26H41BrCuN6P2", "method": "ωB97M-V/def2-TZVPD", "elements": ["C", "C", "C", "C", "N", "C", "C", "C", "C", "C", "C", "C", "C", "C", "Cu", "P", "H", "H", "H", "H", "H", "H", "H", "H", "C", "C", "H", "H", "H", "H", "H", "C", "C", "H", "H", "H", "H", "H", "C", "C", "H", "H", "H", "H", "H", "Br", "P", "C", "C", "H", "H", "H", "H", "H", "C", "C", "H", "H", "H", "H", "H", "C", "C", "H", "H", "H", "H", "H", "N", "N", "N", "C", "N", "N", "H", "H", "H"], "coordinates": [[3.2093, 5.3588, -1.0342], [2.0407, 4.9020, -1.6613], [2.1000, 4.4826, -3.0017], [3.3439, 4.5094, -3.6454], [4.4471, 4.8904, -3.0152], [4.4015, 5.3277, -1.7624], [0.8562, 4.6741, -0.9091], [-0.1198, 4.1440, -0.3955], [-1.1193, 3.6224, 0.4532], [-1.0174, 3.7079, 1.8763], [-1.7119, 2.7724, 2.6562], [-2.3222, 1.8112, 1.8823], [-2.7608, 1.8812, 0.5736], [-2.1606, 2.8925, -0.1906], [-2.1327, 0.2397, 2.8374], [0.8216, -0.2740, 0.5990], [1.2260, 4.0379, -3.4840], [3.2032, 5.6162, 0.0202], [3.4349, 4.2043, -4.6919], [5.3397, 5.6519, -1.3157], [-2.3110, 2.9783, -1.2895], [-0.3092, 4.3967, 2.3493], [-3.3950, 1.1215, 0.1414], [-1.6054, 2.6658, 3.7446], [1.6029, -1.9551, 0.7248], [2.7879, -2.2973, -0.1757], [0.7712, -2.6589, 0.5316], [1.8930, -2.0886, 1.7792], [3.1210, -3.3221, 0.0346], [2.5447, -2.2718, -1.2447], [3.6593, -1.6557, 0.0006], [1.0381, 0.1857, -1.1886], [2.3929, 0.7069, -1.6653], [0.2557, 0.9505, -1.3507], [0.7335, -0.6990, -1.7756], [2.3097, 0.9460, -2.7369], [2.6684, 1.6376, -1.1451], [3.1952, -0.0427, -1.5554], [1.9321, 0.8865, 1.5098], [3.4137, 0.5395, 1.5078], [1.5454, 0.9358, 2.5419], [1.7535, 1.8916, 1.0980], [3.9749, 1.2802, 2.0888], [3.6106, -0.4388, 1.9580], [3.8343, 0.5559, 0.4980], [-3.8357, -1.2926, 2.6547], [-1.6232, -2.3062, -1.0110], [-0.7176, -3.0867, -2.3886], [-1.4035, -4.2900, -3.0247], [0.2484, -3.3829, -1.9272], [-0.4893, -2.2881, -3.1156], [-0.7161, -4.7082, -3.7704], [-1.6100, -5.0644, -2.2730], [-2.3291, -4.0089, -3.5473], [-2.9223, -3.3859, -0.2688], [-4.3028, -3.5300, -0.9006], [-3.0491, -2.9406, 0.7400], [-2.4676, -4.3770, -0.1405], [-4.9101, -4.2249, -0.3046], [-4.8527, -2.5852, -0.9200], [-4.2672, -3.9403, -1.9148], [-2.7033, -0.9571, -1.6045], [-3.2174, -1.1390, -3.0312], [-2.1379, -0.0191, -1.4931], [-3.5282, -0.8905, -0.8778], [-3.7711, -0.2360, -3.3319], [-2.3881, -1.2787, -3.7379], [-3.9085, -1.9920, -3.1201], [-0.5316, -3.3826, 6.0407], [-0.2628, -2.2619, 5.3013], [0.5566, -1.2496, 5.7228], [0.4744, -0.4462, 4.6535], [-0.4593, -0.8330, 3.7584], [-0.8408, -2.0981, 4.1294], [-1.5314, -3.5796, 6.0243], [-0.1395, -3.3236, 6.9719], [1.1400, 0.3976, 4.5344]], "atomic_forces_ev_per_a": [[0.13, -0.29, -0.14], [0.65, -0.02, -0.31], [0.24, -0.22, 0.00], [-0.72, 0.05, 0.47], [0.56, 0.26, -0.43], [-0.70, -0.06, 0.14], [-1.19, -1.30, 0.25], [1.11, 1.83, 0.19], [-0.37, 0.14, 0.00], [0.34, -0.54, -0.51], [0.36, -0.12, 0.13], [-1.29, -0.27, -0.42], [0.20, 0.70, -0.49], [0.34, -1.12, 0.53], [1.20, -1.06, 0.00], [-0.14, -0.48, -0.72], [0.24, 0.40, 0.09], [-0.02, 0.19, -0.20], [0.05, 0.03, 0.38], [-0.16, -0.11, -0.08], [0.14, -0.12, 1.03], [-0.30, -0.28, -0.30], [-0.21, 0.19, 0.11], [-0.16, 0.46, -0.40], [-0.14, -0.04, 0.18], [0.41, -0.28, -0.05], [0.40, 0.22, 0.23], [-0.19, -0.05, -0.22], [-0.12, 0.17, 0.00], [-0.03, 0.14, 0.21], [-0.31, -0.13, -0.11], [-0.32, 0.11, 0.27], [0.10, 0.06, -0.37], [0.29, -0.19, -0.15], [0.07, 0.24, 0.19], [0.14, -0.01, 0.30], [-0.01, -0.35, -0.17], [-0.38, 0.46, -0.01], [-0.39, 0.13, 0.25], [0.45, 0.19, 0.08], [0.18, -0.03, -0.34], [0.02, -0.21, -0.03], [-0.11, -0.11, -0.02], [-0.05, 0.16, -0.09], [-0.10, -0.08, 0.26], [0.17, 1.08, -0.07], [-1.97, 0.09, -0.21], [0.85, 0.28, 0.41], [-0.13, -0.17, -0.17], [-0.35, 0.04, -0.41], [-0.06, -0.28, 0.27], [-0.19, 0.00, 0.18], [-0.02, 0.18, -0.34], [0.26, -0.13, 0.26], [0.89, -0.50, 0.99], [-0.32, 0.04, -0.49], [0.18, -0.37, -0.41], [-0.08, 0.17, 0.18], [0.33, 0.16, -0.02], [0.10, -0.11, -0.05], [0.02, 0.10, 0.16], [0.49, 0.78, 0.28], [-0.22, 0.00, -0.33], [-0.11, -0.17, -0.27], [0.26, -0.14, -0.17], [0.20, -0.31, 0.05], [-0.31, 0.07, 0.12], [0.34, 0.32, 0.04], [-0.04, -0.08, -0.30], [-0.07, 1.11, -0.33], [-0.80, -1.44, -1.91], [-0.64, -0.21, 0.81], [0.43, -1.46, 0.21], [0.65, 1.81, 1.65], [0.31, 0.10, 0.06], [0.08, 0.20, -0.08], [-0.44, 0.17, 0.19]], "mulliken_charge": [-0.460, 0.329, -0.284, -0.393, -0.541, -0.348, 0.981, -0.602, 0.057, -0.464, -0.427, 0.526, 0.480, -1.012, -0.886, 0.955, 0.468, 0.436, 0.388, 0.388, 0.464, 0.515, 0.740, 0.466, -0.700, -1.548, 0.473, 0.466, 0.441, 0.264, 0.320, 0.304, -1.411, 0.229, -0.144, 0.463, 0.208, 0.197, 0.122, -1.524, -0.056, 0.229, 0.466, 0.322, 0.238, -0.394, 0.633, -0.439, -1.343, 0.336, 0.517, 0.443, 0.299, 0.294, -0.493, -1.280, 0.043, 0.569, 0.417, 0.298, 0.260, 0.086, -1.390, 0.012, 0.305, 0.426, 0.311, 0.263, -0.598, 0.989, -0.726, -0.317, 0.726, -0.455, 0.293, 0.320, 0.461], "spin_multiplicity": 2, "total_charge": 2, "homo_energy_ev": [-13.68, -13.55], "gap_ev": [4.85, 4.70], "energy_ha": -6240.24333}

---

[5]
{"formula": "C2H3N3", "method": "ωB97M-V/def2-TZVPD", "elements": ["N", "C", "C", "N", "N", "H", "H", "H"], "coordinates": [[-0.9824, -0.0555, 0.0399], [-0.0047, 0.8666, 0.1871], [1.1608, 0.1796, -0.1869], [0.7192, -1.0902, -0.5541], [-0.5324, -1.2456, -0.3464], [-1.9811, 0.0288, 0.1338], [-0.2766, 1.8805, 0.4737], [1.8970, -0.5643, 0.2529]], "atomic_forces_ev_per_a": [[-0.29, 0.28, -0.09], [0.27, -0.49, 0.22], [-0.45, -1.73, 0.42], [-1.22, -1.17, -0.43], [-0.60, 0.16, -0.75], [-0.01, 0.31, 0.02], [0.45, -0.39, 0.05], [1.85, 3.03, 0.56]], "mulliken_charge": [0.208, -0.210, -0.308, -0.216, -0.432, 0.233, 0.384, 0.342], "homo_energy_ev": -9.65, "gap_ev": 10.47, "smiles": "c1c[nH]nn1", "energy_ha": -242.15122}

---

[6]
{"formula": "C10H26INO2Sb", "method": "ωB97M-V/def2-TZVPD", "elements": ["C", "O", "C", "C", "C", "C", "Sb", "N", "C", "C", "O", "C", "C", "C", "I", "H", "H", "H", "H", "H", "H", "H", "H", "H", "H", "H", "H", "H", "H", "H", "H", "H", "H", "H", "H", "H", "H", "H", "H", "H", "H"], "coordinates": [[5.9221, 0.3711, 0.8340], [5.0624, -0.7313, 1.0769], [3.7034, -0.2639, 1.2652], [2.9368, -0.4879, -0.0591], [1.4978, 0.1477, -0.0652], [0.8141, -0.2869, -1.4146], [-1.3921, -0.1034, -1.4522], [-1.1550, 1.5822, -2.7304], [-1.5963, -1.8954, -0.1266], [-2.6383, -2.9051, -0.7300], [-3.9441, -2.3219, -0.6227], [-1.4638, 1.2587, 0.3050], [-2.8926, 1.8297, 0.6040], [-3.2600, 1.6737, 2.1202], [-5.4342, 1.7324, 2.3121], [6.8917, 0.0075, 0.4610], [6.0860, 0.8699, 1.8150], [5.4770, 1.1142, 0.1486], [3.3148, -0.8731, 2.1009], [3.7509, 0.7962, 1.5733], [2.8508, -1.5777, -0.2095], [3.4944, -0.0453, -0.9030], [0.9167, -0.1327, 0.8233], [1.6699, 1.2411, -0.1230], [1.3006, 0.2481, -2.2505], [1.0380, -1.3714, -1.5170], [-3.1353, 0.0668, -1.5974], [-1.4581, -1.1554, -2.8766], [-1.9626, 2.1994, -2.6390], [-0.3978, 2.1332, -2.3219], [-1.9121, -1.5302, 0.8731], [-0.6378, -2.4371, 0.0151], [-2.3561, -3.0916, -1.7777], [-2.5699, -3.8285, -0.1187], [-4.2693, -2.6062, 0.2260], [-0.8139, 2.1403, 0.1335], [-1.1213, 0.7555, 1.2330], [-2.8858, 2.9216, 0.4131], [-3.6876, 1.3861, -0.0172], [-2.9182, 0.6935, 2.4868], [-2.8253, 2.4764, 2.7321]], "atomic_forces_ev_per_a": [[0.01, -0.08, 0.84], [0.03, 0.58, -0.18], [0.53, -0.58, -0.60], [-0.86, 0.44, 1.12], [1.15, -0.25, -1.65], [0.51, -0.09, 1.11], [-0.07, -0.37, -0.51], [0.13, 0.46, 0.03], [-0.27, -0.65, -0.21], [1.27, 1.18, 1.45], [0.12, -0.65, -0.69], [-0.60, 0.96, 1.02], [0.41, 0.38, 0.73], [0.39, -0.24, -1.14], [0.43, 0.05, 0.29], [-0.43, 0.09, 0.00], [0.16, 0.07, -0.52], [0.22, -0.35, 0.01], [-0.17, 0.35, -0.42], [-0.32, -0.32, -0.08], [0.14, 0.40, -0.08], [-0.06, -0.27, 0.35], [0.16, 0.12, -0.22], [-0.44, -0.36, 0.50], [-0.30, -0.22, 0.23], [-0.33, 0.49, -0.25], [-0.03, 0.14, 0.08], [0.17, -0.13, 0.06], [-0.08, -0.18, -0.04], [0.04, -0.06, -0.15], [-0.08, -0.35, -0.39], [-0.23, 0.36, -0.16], [-0.50, -0.02, 0.26], [-0.27, 0.04, -0.60], [-0.29, 0.06, 0.38], [0.00, -0.61, 0.07], [0.09, 0.10, -0.49], [-0.22, -0.51, -0.15], [0.38, -0.06, 0.12], [-0.43, 0.37, -0.01], [-0.36, -0.32, -0.13]], "mulliken_charge": [-0.675, -0.373, -0.589, -0.552, 0.154, -1.544, 1.213, -1.066, -0.818, -0.636, -0.465, -1.149, -0.443, -0.934, -0.111, 0.243, 0.264, 0.312, 0.273, 0.386, 0.270, 0.246, 0.163, 0.222, 0.440, 0.363, -0.185, -0.239, 0.275, 0.289, 0.264, 0.335, 0.296, 0.315, 0.281, 0.326, 0.328, 0.250, 0.397, 0.439, 0.436], "total_charge": -1, "homo_energy_ev": -3.80, "gap_ev": 6.30, "energy_ha": -1139.63979}